(1)
The following is a quantum chemistry calculation of a molecular structure, C29H34F9Ge2N3O3PtS2, from OMol25.

Cartesian coordinates (Å):
H: -0.417 2.167 -2.550
H: 4.393 2.921 0.480
C: -1.589 -1.940 4.024
H: -1.649 4.272 -3.255
H: -1.002 -4.472 -2.613
C: 1.027 -5.150 -2.679
C: -1.225 -0.903 3.184
C: -1.082 4.819 1.553
C: 2.119 -5.634 -1.944
C: 3.481 -1.229 2.026
H: -0.881 2.810 2.322
C: 3.835 3.813 0.224
N: -1.451 -2.986 0.451
C: -0.161 -4.855 -2.049
H: -0.055 5.118 1.767
H: 3.588 -2.429 -0.868
C: 2.328 1.247 -0.041
H: -1.707 5.185 2.371
H: -2.006 2.304 -1.823
O: -2.842 -4.618 -0.831
C: 3.810 6.198 -0.114
H: 0.665 -5.724 1.125
C: 2.450 6.137 -0.363
H: 5.559 5.060 0.398
H: -0.124 4.654 -2.472
H: 1.122 -4.998 -3.747
S: -1.772 -4.602 0.110
H: 4.125 -6.046 -2.018
Pt: -1.073 0.098 0.238
C: -1.458 -2.548 1.662
H: -1.644 4.830 -1.591
C: -4.793 0.518 1.415
H: 3.980 -1.802 1.241
H: 3.123 -2.600 -2.556
C: -1.106 4.207 -2.310
O: -2.996 0.895 -0.117
H: 3.788 -1.661 2.982
C: 2.464 3.728 -0.042
F: -5.959 -0.121 1.581
H: 4.331 7.146 -0.142
H: 3.583 -1.024 -1.928
C: 0.780 -5.556 0.062
H: 0.724 4.903 -0.510
H: -1.396 5.347 0.651
H: 2.804 -6.239 0.006
F: -4.813 2.652 -0.755
C: 1.727 2.441 -0.018
F: -4.966 1.786 1.799
F: -3.548 -1.260 -1.554
O: -1.891 -5.327 1.352
F: -6.450 1.248 -0.753
C: -4.406 -1.030 -0.562
C: -4.260 0.442 -0.046
C: -5.132 1.371 -0.955
H: -1.011 0.107 3.503
C: 4.498 5.026 0.185
C: -1.213 3.305 1.404
H: 1.505 -0.689 2.688
N: -1.144 -1.221 1.902
H: 3.453 -5.556 -3.493
H: 3.415 1.194 -0.118
F: -4.885 1.091 -2.244
C: 3.046 -1.944 -1.683
C: 1.966 -1.228 1.855
Ge: -0.247 2.393 -0.055
C: 1.789 4.915 -0.319
N: 3.298 -5.941 -2.578
Ge: 1.298 -0.397 0.177
H: 3.885 -0.215 1.985
C: 1.974 -5.842 -0.566
C: -1.014 2.754 -1.846
H: -1.708 -1.875 5.094
F: -4.118 -1.906 0.424
H: 1.574 -2.252 1.895
H: -2.255 3.010 1.260
H: 1.095 -2.589 -1.005
C: -0.284 -5.052 -0.675
F: -3.911 -0.025 2.275
H: 1.040 -1.289 -2.168
F: -5.635 -1.322 -1.000
S: -1.850 -3.383 3.178
C: 1.594 -1.668 -1.304
H: 1.891 7.036 -0.589

Summary:
Spin multiplicity: 3
Kohn-Sham gap (spin up / spin down) (eV): 8.47 / 5.44
Energy relative to the best compared isomer or geometry (same formula, charge and spin) (kcal per mole): 0.0
HOMO level (spin up / spin down) (eV): -8.3 / -8.5
LUMO (spin up / spin down) (eV): 0.2 / -3.0
⟨S²⟩: 2.031

natural (NBO) atomic charge list, values in e, 6 entries:
1. H 0.22
2. H 0.21
3. C -0.37
4. H 0.22
5. H 0.25
6. C -0.23

***

(2)
The following is a quantum chemistry calculation of C2H4ClN3 in the gas phase, from OMol25.

Cartesian coordinates (Å):
N: 0.997 -0.210 0.296
H: 2.291 -1.751 0.372
H: -1.238 2.001 -0.404
C: 1.362 -1.368 -0.091
Cl: -2.775 -0.276 0.309
N: -1.127 -0.701 0.203
N: -0.344 1.644 -0.047
H: 0.592 -1.890 -0.647
C: -0.262 0.284 0.069
H: 0.505 2.266 -0.060

Summary:
Kohn-Sham gap (eV): 9.56
Energy relative to the best compared isomer or geometry (same formula, charge and spin) (kcal per mole): 4.6
HOMO level (eV): -9.0
SMILES string: C=N/C(N)=N/Cl
LUMO (eV): 0.5

natural (NBO) atomic charge list, values in e, 6 entries:
1. N -0.44
2. H 0.19
3. H 0.41
4. C -0.01
5. Cl 0.06
6. N -0.53

***

(3)
The following is a quantum chemistry calculation of C19H23ClN2O3S in the gas phase, from OMol25.

Cartesian coordinates (Å):
C: -3.888 -0.698 2.493
O: -0.545 2.666 -1.892
C: 6.647 -0.222 1.189
H: -5.821 2.613 1.264
H: 3.469 0.436 -2.008
H: -2.430 -2.422 -2.440
H: -5.693 0.499 2.444
C: -1.126 -2.564 0.680
H: -3.631 3.836 0.921
C: -0.104 0.970 -0.239
H: -5.510 1.726 -0.247
H: -4.399 -1.573 2.885
H: -3.766 2.494 -1.822
H: -5.329 -0.343 0.917
C: 3.596 0.871 -1.015
C: -0.717 -0.411 -0.318
H: 3.718 1.953 -1.120
N: -2.215 2.098 -0.475
C: -1.371 -0.831 -1.470
H: -3.433 -0.153 3.315
H: -1.455 -0.161 -2.313
C: -4.880 0.194 1.768
C: -4.189 3.414 0.085
C: 6.503 -1.165 0.225
C: 2.319 0.628 -0.203
H: -2.530 1.502 0.280
N: 1.201 0.993 -0.864
H: 0.011 1.251 0.816
H: -1.027 -3.246 1.510
C: -0.590 -1.290 0.750
Cl: -2.489 -4.540 -0.553
H: 7.367 -0.181 1.982
C: 4.785 0.276 -0.348
S: 5.478 1.030 1.047
C: -1.796 -2.957 -0.467
H: -3.104 -1.020 1.812
H: 1.234 1.521 -1.729
H: -4.862 4.176 -0.306
H: 7.132 -2.032 0.139
H: 5.160 -1.510 -1.482
C: 5.433 -0.880 -0.653
O: 2.299 0.152 0.910
H: -2.702 3.858 -1.436
C: -0.974 2.009 -0.961
C: -3.217 2.991 -1.012
H: -0.051 -0.981 1.632
C: -1.917 -2.099 -1.548
C: -5.027 2.243 0.597
O: -4.200 1.341 1.300

Summary:
Kohn-Sham gap (eV): 9.25
Energy relative to the best compared isomer or geometry (same formula, charge and spin) (kcal per mole): 0.0
HOMO level (eV): -8.6
SMILES string: CCOCCCNC(=O)[C@H](NC(=O)Cc1cccs1)c1ccc(Cl)cc1
LUMO (eV): 0.7

natural (NBO) atomic charge list, values in e, 6 entries:
1. C -0.63
2. O -0.65
3. C -0.41
4. H 0.17
5. H 0.24
6. H 0.23

***

(4)
The following is a quantum chemistry calculation of a molecular structure, C53H45N5O4Zr, from OMol25.

Cartesian coordinates (Å):
C: -1.185 -1.250 3.775
Zr: 0.149 -0.372 -0.215
C: -2.934 -1.134 0.415
C: -4.140 -0.412 -1.316
C: 5.734 2.867 -3.221
H: -1.706 -1.867 4.456
C: 1.568 0.846 2.864
H: 4.048 3.381 -0.020
H: -3.499 -4.043 1.436
C: -3.498 2.537 -5.696
C: 2.259 1.118 4.161
C: -3.921 -3.492 2.350
H: -7.554 -4.338 6.578
C: 5.364 3.919 -4.017
H: -5.138 -1.682 0.143
C: 1.384 -3.472 -1.010
H: 2.966 -4.484 1.072
N: -2.047 -0.466 -0.512
C: -4.508 0.359 -5.771
H: 2.089 3.987 -3.382
H: 6.739 2.435 -3.399
H: 1.373 3.026 4.644
C: -2.208 0.542 -2.750
H: -6.748 1.242 -7.242
C: 4.042 4.403 -3.958
C: 4.793 2.197 -2.496
C: -0.170 -0.488 4.142
C: -5.997 1.407 -8.038
H: -0.154 -5.521 -1.076
C: -4.247 -1.137 -0.183
C: 2.449 1.793 -1.786
H: -3.432 3.535 -6.071
N: -0.251 -0.462 1.829
H: -4.983 -0.433 -6.262
H: 1.171 -4.551 1.217
C: 3.156 2.321 1.686
H: 3.932 -4.036 -1.284
C: -5.402 -3.590 4.210
H: 5.801 6.544 -4.946
C: 0.436 0.024 2.985
H: 6.845 5.890 -6.118
H: -2.156 2.916 -4.041
N: 0.839 -2.462 -0.919
H: 3.298 -0.816 4.102
C: 5.939 5.593 -5.553
H: 4.510 3.480 8.251
H: -6.163 -3.004 6.696
C: 1.217 1.432 -3.873
H: 1.124 -6.769 -1.198
H: 5.082 1.359 -1.859
H: 4.179 -0.530 6.495
C: -6.831 -3.531 6.018
C: -0.812 0.859 -2.922
H: -4.894 -0.067 -2.027
O: -4.813 1.962 -7.509
H: -5.132 -5.243 2.969
C: 2.053 -4.945 0.677
C: -3.021 0.927 -3.968
H: 3.128 -4.900 -2.631
C: 2.103 1.354 1.694
N: 0.098 1.014 -1.887
H: 3.922 -5.825 -1.187
C: -4.189 -1.543 3.726
O: 3.895 1.420 7.990
C: 3.377 1.404 6.750
C: -1.354 -1.135 2.384
C: -5.098 -2.233 4.484
C: 0.873 -5.734 -1.410
H: -3.899 -0.504 3.879
C: 1.988 -4.832 -0.852
C: 3.466 2.565 0.407
H: -7.582 -2.798 5.590
H: 4.694 2.380 9.549
O: -6.094 -4.365 5.041
C: -0.112 1.159 -4.121
H: 2.121 -5.966 0.858
H: 2.676 3.427 6.693
C: -2.755 2.171 -4.574
C: 1.346 1.340 -2.416
H: 0.201 -0.315 5.188
H: -4.194 -0.925 -4.131
C: 3.466 2.562 -2.538
C: -4.333 1.613 -6.326
C: 3.575 0.228 6.003
H: -5.560 -1.765 5.326
C: 3.091 0.069 4.733
H: 5.084 5.341 -6.182
C: -4.831 -4.228 3.114
C: 2.690 2.452 6.211
O: 6.347 4.469 -4.796
C: 3.076 3.664 -3.248
C: -2.815 -0.094 -1.624
C: 3.346 -4.937 -1.541
C: 2.091 2.281 4.924
H: 0.989 -5.683 -2.518
C: -3.579 -2.185 2.627
H: -6.327 2.100 -8.767
C: 4.050 2.625 8.759
H: 2.008 1.900 -4.443
H: -5.688 0.406 -8.517
H: -0.524 1.149 -5.089
H: 3.621 2.749 2.600
H: 3.835 5.337 -4.461
N: 1.650 1.065 0.405
C: 2.585 1.763 -0.420
C: -3.957 0.076 -4.524
H: 3.085 3.010 9.044
C: -2.579 -1.427 1.690

Summary:
Kohn-Sham gap (spin up / spin down) (eV): 5.01 / 5.01
Charge: +2
HOMO level (spin up / spin down) (eV): -11.7 / -11.7
LUMO (spin up / spin down) (eV): -6.7 / -6.7

Mulliken atomic charge list, values in e, 6 entries:
1. C -0.97
2. Zr 2.13
3. C -0.04
4. C -1.30
5. C -0.91
6. H 0.81